Molecular formula: H24O12
Method: DFT, the ωB97M-V functional and the def2-TZVPD basis

Last column: Mulliken charge in e.
Atoms and positions in Å:
O -11.72 6.35 -8.77  -0.623
H -11.50 6.89 -9.53  0.458
H -11.06 5.65 -8.78  0.272
O -11.57 11.16 -6.78  -0.579
H -11.45 11.09 -5.83  0.245
H -12.31 11.76 -6.89  0.300
O -13.09 13.07 -10.51  -0.641
H -13.93 13.49 -10.31  0.261
H -13.12 12.94 -11.46  0.182
O -13.03 13.34 -7.64  -0.627
H -12.93 13.33 -8.59  0.397
H -13.78 13.92 -7.48  0.302
O -12.48 10.12 -9.54  -0.242
H -12.01 9.54 -10.14  0.342
H -11.89 10.86 -9.42  0.044
O -9.09 10.29 -11.32  -0.636
H -10.01 10.26 -11.56  0.393
H -8.98 9.57 -10.70  0.281
O -14.14 7.89 -9.25  -0.593
H -13.74 8.76 -9.26  0.330
H -14.85 7.95 -9.90  0.282
O -10.49 12.56 -9.98  -0.534
H -11.39 12.66 -10.26  0.189
H -10.36 13.24 -9.31  0.347
O -9.72 9.74 -8.38  -0.619
H -10.31 10.10 -7.71  0.340
H -9.56 10.47 -8.98  0.299
O -11.53 10.48 -12.44  -0.583
H -12.19 9.92 -12.86  0.264
H -11.64 11.34 -12.86  0.230
O -15.27 11.03 -10.51  -0.643
H -15.53 10.11 -10.48  0.266
H -14.38 11.04 -10.15  0.421
O -10.97 7.87 -10.88  -0.663
H -10.08 7.52 -10.86  0.291
H -11.36 7.50 -11.67  0.246

## Properties
Max |F|, eV/Å: 0.9
Gap between HOMO and LUMO, eV: 9.72
HOMO energy, eV: -10.1
Total charge: 0
SMILES: O.O.O.O.O.O.O.O.O.O.O.O